Entry 1:
Computed, not measured: C21H27Cl3N3O8RuSSi as an isolated structure at a distorted geometry, with wB97M-V/def2-TZVPD.

The geometry in XYZ format:
```
65
C21H27Cl3N3O8RuSSi (wB97M-V/def2-TZVPD)
Ru -1.61254 -2.07396 -0.24347
C 1.11011 0.43892 -1.91276
C 1.42572 -0.95358 -1.48738
N 0.55875 -1.89597 -1.19855
C 1.27697 -3.03074 -0.90300
C 2.61142 -2.76380 -1.01541
N 2.67614 -1.44472 -1.39451
C 3.88727 -3.49669 -0.79868
O 3.80623 -4.75853 -0.49926
O 4.93586 -2.88223 -0.91785
C 0.53110 -4.30092 -0.63055
O 1.20656 -5.33700 -0.40465
O -0.71716 -4.21235 -0.70390
H 0.04279 0.52027 -2.11794
H 1.66566 0.70153 -2.81525
H 1.38164 1.15002 -1.12933
H 3.54735 -0.96668 -1.54857
H 2.80167 -5.06555 -0.45045
Cl -3.86540 -1.83401 3.07367
Si -2.39138 -2.87140 1.95734
Cl -2.05543 -4.57024 3.13458
Cl -3.70279 -3.74522 0.34535
C 4.79541 -0.15417 1.35435
C 3.76886 0.88573 1.73878
C 2.69750 0.56175 2.56429
C 1.78511 1.52926 2.96486
C 1.94246 2.83506 2.51917
C 2.99326 3.18186 1.67258
C 3.89488 2.20260 1.28856
S 0.84543 4.08048 3.11622
O 1.52092 5.34314 3.02422
O 0.33612 3.55857 4.34771
N -0.42882 4.19542 2.10945
C -1.19360 2.98651 1.75195
C -0.85104 2.46097 0.35923
C -1.35215 1.05670 0.17968
O -2.37389 0.95013 -0.63231
O -0.84171 0.13989 0.79233
H 4.53308 -1.14664 1.72655
H 5.77412 0.10631 1.76907
H 4.91931 -0.21621 0.27082
H 2.57878 -0.46018 2.91140
H 0.96634 1.27830 3.63035
H 3.10950 4.21164 1.35435
H 4.72740 2.46568 0.64147
H -0.25704 4.85193 1.35385
H -2.25495 3.21394 1.79512
H -0.99909 2.23289 2.51564
H 0.22994 2.43086 0.24010
H -1.27560 3.11791 -0.40228
C -4.34685 -1.66100 -2.48519
C -3.72607 -0.30923 -2.14701
C -4.84194 0.74514 -2.08372
C -2.73273 0.06981 -3.25271
C -2.99702 -0.40042 -0.80763
H -4.87582 -1.59669 -3.44328
H -5.05660 -1.97561 -1.71685
H -3.58605 -2.43345 -2.56061
H -5.31030 0.88705 -3.06710
H -4.44366 1.71166 -1.75422
H -5.61929 0.43434 -1.37610
H -3.19289 -0.05711 -4.23935
H -1.84658 -0.57475 -3.20316
H -2.40710 1.11075 -3.16003
H -3.72813 -0.45800 0.00003
```

**M**: 717.04 u
**<S²>**: 6.01
**Charge**: -1
**Multiplicity**: 5
**Frontier orbital gap (alpha / beta)**: 6.436 / 7.635 eV
**HOMO level (alpha / beta)**: -4.4096 / -5.6173 eV

These are the Mulliken partial charges, in e, on atoms 1 to 6:
1 Ru 0.771
2 C -0.668
3 C 0.112
4 N -0.493
5 C 0.532
6 C -0.002

Entry 2:
Computed, not measured: an isolated molecule of C21H27ClN2O5, with wB97M-V/def2-TZVPD.

The geometry in XYZ format:
```
56
C21H27ClN2O5 (wB97M-V/def2-TZVPD)
C 2.97753 -1.24549 -6.44350
O 2.00777 -0.30592 -5.98625
C 1.94539 -0.20611 -4.62409
C 1.02902 -0.98173 -3.91237
C 0.13774 -1.95973 -4.62587
C 0.96156 -0.82970 -2.53492
C 1.75830 0.08899 -1.86409
C 1.58356 0.19863 -0.37773
O 1.20358 -0.75499 0.28389
N 1.83036 1.41543 0.16429
C 1.65563 1.69594 1.57763
C 0.39264 2.50250 1.85569
C 0.22510 2.82769 3.32558
O 0.12422 1.60951 4.03810
C -0.23585 1.74489 5.39841
C -0.85460 0.42238 5.81070
N -2.22992 0.17455 5.30625
C -2.54516 0.80604 4.06958
O -2.85595 1.97023 3.97787
C -2.41024 -0.03705 2.90065
C -2.22169 -0.66008 1.89282
C -1.94957 -1.36680 0.65343
C -2.75384 -2.65248 0.42746
C -2.57670 -2.84665 -1.07565
O -2.38431 -1.54303 -1.64105
C -2.31843 -0.57589 -0.60098
C 2.66556 0.86006 -2.57794
C 2.75626 0.70316 -3.94937
Cl 3.89358 1.65983 -4.84277
H 2.93296 -1.23306 -7.52940
H 3.98032 -0.96235 -6.11702
H 2.74695 -2.25015 -6.07974
H -0.74592 -2.16528 -4.02308
H -0.17397 -1.56895 -5.59303
H 0.65421 -2.90552 -4.80374
H 0.26321 -1.43281 -1.96743
H 2.03273 2.18151 -0.45421
H 1.60834 0.74141 2.09620
H 2.53484 2.23337 1.94754
H 0.41517 3.44157 1.29394
H -0.48003 1.93874 1.51574
H 1.08164 3.41064 3.69682
H -0.68285 3.42053 3.47961
H 0.64867 1.95597 6.01440
H -0.95052 2.56589 5.52601
H -0.19529 -0.37359 5.45773
H -0.90191 0.34216 6.89633
H -2.84925 0.62778 5.97331
H -0.88031 -1.58673 0.62008
H -2.38889 -3.49528 1.01130
H -3.80154 -2.48173 0.67994
H -1.69299 -3.45296 -1.29589
H -3.44403 -3.31205 -1.54591
H -3.28755 -0.08212 -0.47023
H -1.57004 0.17128 -0.86384
H 3.33455 1.55759 -2.09123
```

**SMILES string**: COc1c(C)cc(C(=O)NCCCOCCNC(=O)C#C[C@H]2CCOC2)cc1Cl
**M**: 422.91 u
**Frontier orbital gap**: 9.795 eV
**Relative energy (zero: lowest compared OMol25 entry of this formula, charge and spin)**: 2.547 eV
**HOMO level**: -9.1326 eV

These are the Mulliken partial charges, in e, on atoms 1 to 6:
1 C -0.707
2 O -0.597
3 C 0.131
4 C 0.864
5 C -1.576
6 C -0.719

Entry 3:
Computed, not measured: C21H27CsN6O2S3 as an isolated structure, with wB97M-V/def2-TZVPD.

The geometry in XYZ format:
```
60
C21H27CsN6O2S3 (wB97M-V/def2-TZVPD)
Cs -2.23259 -0.40079 0.03116
C 5.07154 4.91051 -1.47729
C 3.73983 4.30284 -1.14071
C 2.62273 5.09590 -0.94223
C 1.38804 4.53059 -0.62974
C 1.28280 3.15922 -0.51036
C 2.39041 2.34726 -0.70455
C 3.60498 2.91774 -1.01882
S -0.27832 2.40907 -0.16516
O -1.21307 3.48840 0.06482
O -0.01685 1.52498 0.97056
N -0.64261 1.48007 -1.35539
C -1.36002 1.90891 -2.46292
C -1.19264 3.15145 -3.09112
C -1.93756 3.44789 -4.20519
C -2.83830 2.50928 -4.69906
C -2.94150 1.31447 -4.02138
N -2.23749 1.00892 -2.93167
H 4.97819 5.97504 -1.68457
H 5.51006 4.42908 -2.35218
H 5.77191 4.78847 -0.64969
H 2.71213 6.17145 -1.03662
H 0.51211 5.14270 -0.47262
H 2.27856 1.28133 -0.62390
H 4.46939 2.28329 -1.18473
H -0.47882 3.85643 -2.68786
H -1.81663 4.40423 -4.69969
H -3.43827 2.70182 -5.57740
H -3.63381 0.55004 -4.36199
C 0.59430 -0.94614 3.31597
C 1.03005 -1.48576 1.99688
C 2.17167 -1.12313 1.34862
C 2.40480 -1.69014 0.07789
N 1.59673 -2.54356 -0.49454
C 0.46127 -2.93716 0.13468
S -0.69938 -3.90769 -0.57383
N 0.21761 -2.38545 1.38142
C 3.63771 -1.33388 -0.69821
H 1.36600 -0.30662 3.73691
H 0.36995 -1.75394 4.01486
H -0.29329 -0.33616 3.18359
H 2.82885 -0.37930 1.76812
H -0.62475 -2.71271 1.84235
H 4.22193 -0.56749 -0.19353
H 3.35118 -0.98514 -1.68877
H 4.25455 -2.22264 -0.83175
C -3.69512 -5.79670 0.45178
N -3.19709 -5.48672 1.77540
C -3.39561 -4.30485 2.38821
S -4.19251 -3.02701 1.65051
N -2.90367 -4.19855 3.64231
C -3.16861 -3.06405 4.49995
H -3.22021 -6.71781 0.12520
H -3.42406 -4.99708 -0.23003
H -4.77991 -5.91651 0.44997
H -2.85770 -6.25659 2.32934
H -2.41952 -4.98811 4.03800
H -4.22769 -2.81063 4.48254
H -2.60705 -2.17779 4.18256
H -2.87464 -3.33131 5.51391
```

**M**: 624.59 u
**Frontier orbital gap**: 7.514 eV
**Relative energy (zero: lowest compared OMol25 entry of this formula, charge and spin)**: 1.113 eV
**HOMO level**: -7.6315 eV

These are the Mulliken partial charges, in e, on atoms 1 to 6:
1 Cs 1.059
2 C -1.436
3 C 1.011
4 C -0.787
5 C -0.315
6 C -0.312

Entry 4:
Computed, not measured: C21H27GaGeN7O2S3 as an isolated structure at a distorted geometry, with wB97M-V/def2-TZVPD.

The geometry in XYZ format:
```
62
C21H27GaGeN7O2S3 (wB97M-V/def2-TZVPD)
Ga -0.29180 0.19294 -0.61549
C -2.97104 -2.78169 1.02642
C -1.95575 -1.70258 0.79657
N -1.35122 -1.52139 -0.37111
N -1.57550 -2.38512 -1.38207
C -1.00854 -2.09264 -2.51473
N -1.16720 -3.00915 -3.53299
S -0.17833 -0.62641 -2.88992
C -1.57079 -0.80329 1.81486
C -2.08393 -0.79122 3.13397
C -1.60207 0.11185 4.04165
C -0.60267 1.03421 3.64404
C -0.18054 1.00710 2.33851
N -0.62613 0.12521 1.43904
H -2.98893 -3.44403 0.16559
H -3.96501 -2.34642 1.16530
H -2.72694 -3.35966 1.92032
H -1.19338 -3.96286 -3.20456
H -0.53988 -2.85894 -4.30449
H -2.86424 -1.48882 3.40741
H -1.99274 0.12982 5.05150
H -0.18509 1.74070 4.34770
H 0.54937 1.71773 1.96400
N 5.30086 -5.06582 4.15946
C 4.69174 -4.57932 3.00180
C 3.29921 -4.49150 2.92471
C 2.69105 -4.05331 1.76398
C 3.46787 -3.70228 0.67030
C 4.84727 -3.79471 0.72809
C 5.45965 -4.23517 1.88904
S 2.65193 -3.17100 -0.82482
O 3.69344 -2.87511 -1.78039
O 1.70970 -4.20363 -1.16096
N 1.81763 -1.85911 -0.38574
C 2.41598 -0.69012 -0.24844
S 4.14710 -0.41304 -0.02054
C 3.85167 1.28828 0.17194
C 2.53971 1.54662 0.06353
N 1.72733 0.46219 -0.16580
H 4.75239 -4.97660 4.99802
H 6.26179 -4.79534 4.28258
H 2.70473 -4.76957 3.78775
H 1.61364 -3.97345 1.68480
H 5.42329 -3.51116 -0.14321
H 6.53987 -4.31178 1.94423
H 4.66799 1.97393 0.32114
H 2.07413 2.51911 0.14028
C -3.19242 2.67154 1.41230
Ge -1.97100 3.27226 -0.03265
C -0.68463 4.50912 0.85730
C -3.11564 4.37123 -1.23260
C -1.02616 1.95972 -1.07629
H -3.72006 3.53880 1.81263
H -2.64604 2.18679 2.22146
H -3.92259 1.96114 1.02227
H -1.16876 5.44758 1.13196
H 0.15157 4.72720 0.19143
H -0.29180 4.04362 1.76315
H -3.51891 5.24482 -0.71752
H -3.95218 3.76166 -1.57962
H -2.55871 4.70768 -2.10814
H -1.37254 1.99872 -2.11085
```

**M**: 648.03 u
**Charge**: -1
**Frontier orbital gap (alpha / beta)**: 7.054 / 4.904 eV
**HOMO level (alpha / beta)**: -4.5413 / -2.5916 eV

These are the Mulliken partial charges, in e, on atoms 1 to 6:
1 Ga -0.021
2 C -1.791
3 C 1.245
4 N 1.152
5 N -1.490
6 C 0.522

Copy entry 1 word for word.
Computed, not measured: C21H27Cl3N3O8RuSSi as an isolated structure at a distorted geometry, with wB97M-V/def2-TZVPD.

The geometry in XYZ format:
```
65
C21H27Cl3N3O8RuSSi (wB97M-V/def2-TZVPD)
Ru -1.61254 -2.07396 -0.24347
C 1.11011 0.43892 -1.91276
C 1.42572 -0.95358 -1.48738
N 0.55875 -1.89597 -1.19855
C 1.27697 -3.03074 -0.90300
C 2.61142 -2.76380 -1.01541
N 2.67614 -1.44472 -1.39451
C 3.88727 -3.49669 -0.79868
O 3.80623 -4.75853 -0.49926
O 4.93586 -2.88223 -0.91785
C 0.53110 -4.30092 -0.63055
O 1.20656 -5.33700 -0.40465
O -0.71716 -4.21235 -0.70390
H 0.04279 0.52027 -2.11794
H 1.66566 0.70153 -2.81525
H 1.38164 1.15002 -1.12933
H 3.54735 -0.96668 -1.54857
H 2.80167 -5.06555 -0.45045
Cl -3.86540 -1.83401 3.07367
Si -2.39138 -2.87140 1.95734
Cl -2.05543 -4.57024 3.13458
Cl -3.70279 -3.74522 0.34535
C 4.79541 -0.15417 1.35435
C 3.76886 0.88573 1.73878
C 2.69750 0.56175 2.56429
C 1.78511 1.52926 2.96486
C 1.94246 2.83506 2.51917
C 2.99326 3.18186 1.67258
C 3.89488 2.20260 1.28856
S 0.84543 4.08048 3.11622
O 1.52092 5.34314 3.02422
O 0.33612 3.55857 4.34771
N -0.42882 4.19542 2.10945
C -1.19360 2.98651 1.75195
C -0.85104 2.46097 0.35923
C -1.35215 1.05670 0.17968
O -2.37389 0.95013 -0.63231
O -0.84171 0.13989 0.79233
H 4.53308 -1.14664 1.72655
H 5.77412 0.10631 1.76907
H 4.91931 -0.21621 0.27082
H 2.57878 -0.46018 2.91140
H 0.96634 1.27830 3.63035
H 3.10950 4.21164 1.35435
H 4.72740 2.46568 0.64147
H -0.25704 4.85193 1.35385
H -2.25495 3.21394 1.79512
H -0.99909 2.23289 2.51564
H 0.22994 2.43086 0.24010
H -1.27560 3.11791 -0.40228
C -4.34685 -1.66100 -2.48519
C -3.72607 -0.30923 -2.14701
C -4.84194 0.74514 -2.08372
C -2.73273 0.06981 -3.25271
C -2.99702 -0.40042 -0.80763
H -4.87582 -1.59669 -3.44328
H -5.05660 -1.97561 -1.71685
H -3.58605 -2.43345 -2.56061
H -5.31030 0.88705 -3.06710
H -4.44366 1.71166 -1.75422
H -5.61929 0.43434 -1.37610
H -3.19289 -0.05711 -4.23935
H -1.84658 -0.57475 -3.20316
H -2.40710 1.11075 -3.16003
H -3.72813 -0.45800 0.00003
```

**M**: 717.04 u
**<S²>**: 6.01
**Charge**: -1
**Multiplicity**: 5
**Frontier orbital gap (alpha / beta)**: 6.436 / 7.635 eV
**HOMO level (alpha / beta)**: -4.4096 / -5.6173 eV

These are the Mulliken partial charges, in e, on atoms 1 to 6:
1 Ru 0.771
2 C -0.668
3 C 0.112
4 N -0.493
5 C 0.532
6 C -0.002

The highest M belongs to which entry? C21H27Cl3N3O8RuSSi

Look up the M of the third one. 624.59 u

Please write out number 4 again, unchanged.
Computed, not measured: C21H27GaGeN7O2S3 as an isolated structure at a distorted geometry, with wB97M-V/def2-TZVPD.

The geometry in XYZ format:
```
62
C21H27GaGeN7O2S3 (wB97M-V/def2-TZVPD)
Ga -0.29180 0.19294 -0.61549
C -2.97104 -2.78169 1.02642
C -1.95575 -1.70258 0.79657
N -1.35122 -1.52139 -0.37111
N -1.57550 -2.38512 -1.38207
C -1.00854 -2.09264 -2.51473
N -1.16720 -3.00915 -3.53299
S -0.17833 -0.62641 -2.88992
C -1.57079 -0.80329 1.81486
C -2.08393 -0.79122 3.13397
C -1.60207 0.11185 4.04165
C -0.60267 1.03421 3.64404
C -0.18054 1.00710 2.33851
N -0.62613 0.12521 1.43904
H -2.98893 -3.44403 0.16559
H -3.96501 -2.34642 1.16530
H -2.72694 -3.35966 1.92032
H -1.19338 -3.96286 -3.20456
H -0.53988 -2.85894 -4.30449
H -2.86424 -1.48882 3.40741
H -1.99274 0.12982 5.05150
H -0.18509 1.74070 4.34770
H 0.54937 1.71773 1.96400
N 5.30086 -5.06582 4.15946
C 4.69174 -4.57932 3.00180
C 3.29921 -4.49150 2.92471
C 2.69105 -4.05331 1.76398
C 3.46787 -3.70228 0.67030
C 4.84727 -3.79471 0.72809
C 5.45965 -4.23517 1.88904
S 2.65193 -3.17100 -0.82482
O 3.69344 -2.87511 -1.78039
O 1.70970 -4.20363 -1.16096
N 1.81763 -1.85911 -0.38574
C 2.41598 -0.69012 -0.24844
S 4.14710 -0.41304 -0.02054
C 3.85167 1.28828 0.17194
C 2.53971 1.54662 0.06353
N 1.72733 0.46219 -0.16580
H 4.75239 -4.97660 4.99802
H 6.26179 -4.79534 4.28258
H 2.70473 -4.76957 3.78775
H 1.61364 -3.97345 1.68480
H 5.42329 -3.51116 -0.14321
H 6.53987 -4.31178 1.94423
H 4.66799 1.97393 0.32114
H 2.07413 2.51911 0.14028
C -3.19242 2.67154 1.41230
Ge -1.97100 3.27226 -0.03265
C -0.68463 4.50912 0.85730
C -3.11564 4.37123 -1.23260
C -1.02616 1.95972 -1.07629
H -3.72006 3.53880 1.81263
H -2.64604 2.18679 2.22146
H -3.92259 1.96114 1.02227
H -1.16876 5.44758 1.13196
H 0.15157 4.72720 0.19143
H -0.29180 4.04362 1.76315
H -3.51891 5.24482 -0.71752
H -3.95218 3.76166 -1.57962
H -2.55871 4.70768 -2.10814
H -1.37254 1.99872 -2.11085
```

**M**: 648.03 u
**Charge**: -1
**Frontier orbital gap (alpha / beta)**: 7.054 / 4.904 eV
**HOMO level (alpha / beta)**: -4.5413 / -2.5916 eV

These are the Mulliken partial charges, in e, on atoms 1 to 6:
1 Ga -0.021
2 C -1.791
3 C 1.245
4 N 1.152
5 N -1.490
6 C 0.522